{"formula": "C54H120ClN6", "method": "wB97M-V/def2-TZVPD", "lumo_energy_ev": -11.68, "homo_lumo_gap_ev": 1.64, "e_tot_ha": -2916.139448, "e_homo_ev": -13.324, "total_charge": 5, "spin_multiplicity": 1, "symbols": ["Cl", "N", "N", "N", "N", "N", "N", "C", "C", "C", "C", "C", "C", "C", "C", "C", "C", "C", "C", "C", "C", "C", "C", "C", "C", "C", "C", "C", "C", "C", "C", "C", "C", "C", "C", "C", "C", "C", "C", "C", "C", "C", "C", "C", "C", "C", "C", "C", "C", "C", "C", "C", "C", "C", "C", "C", "C", "C", "C", "C", "C", "H", "H", "H", "H", "H", "H", "H", "H", "H", "H", "H", "H", "H", "H", "H", "H", "H", "H", "H", "H", "H", "H", "H", "H", "H", "H", "H", "H", "H", "H", "H", "H", "H", "H", "H", "H", "H", "H", "H", "H", "H", "H", "H", "H", "H", "H", "H", "H", "H", "H", "H", "H", "H", "H", "H", "H", "H", "H", "H", "H", "H", "H", "H", "H", "H", "H", "H", "H", "H", "H", "H", "H", "H", "H", "H", "H", "H", "H", "H", "H", "H", "H", "H", "H", "H", "H", "H", "H", "H", "H", "H", "H", "H", "H", "H", "H", "H", "H", "H", "H", "H", "H", "H", "H", "H", "H", "H", "H", "H", "H", "H", "H", "H", "H", "H", "H", "H", "H", "H", "H"], "positions_angstrom": [[0.73, -1.69, -2.39], [5.52, 4.31, -5.40], [-4.83, -5.87, 3.68], [4.24, -3.71, 1.77], [-3.19, 3.66, -2.68], [-0.64, 5.10, 9.15], [-0.48, -3.65, -5.65], [5.81, 4.74, -6.79], [6.55, 6.25, -8.47], [-2.15, 3.13, 9.39], [4.96, -2.35, 1.53], [4.00, -1.38, 3.65], [-5.96, -8.15, 3.30], [-3.84, 4.59, -1.63], [6.52, 6.05, -6.98], [-4.11, 6.40, -3.39], [6.52, -4.88, 1.89], [2.96, -3.45, 2.56], [4.69, 4.97, -3.19], [0.09, -4.63, -4.64], [1.55, 5.25, 8.06], [-3.80, -5.95, 2.62], [5.13, -4.69, 2.47], [5.31, -1.63, 2.86], [-7.17, -7.31, 2.93], [-4.20, -5.13, 4.85], [0.67, -2.69, -5.86], [5.05, 5.45, -4.54], [0.75, 6.22, 7.15], [-4.25, 2.82, -3.37], [0.18, -1.43, -6.48], [-4.95, 1.77, -2.49], [-2.48, 4.55, -3.69], [-1.45, 5.89, 8.12], [-1.57, 4.24, 9.97], [-0.74, -5.88, -4.44], [3.46, 3.99, -3.18], [0.01, 6.04, 10.20], [-0.93, -0.81, -5.74], [3.90, 2.87, -4.10], [0.47, 4.18, 8.47], [-0.50, 6.77, 7.29], [-3.42, 5.49, -4.40], [6.77, 3.66, -4.86], [3.30, -2.75, 3.91], [-2.06, 2.83, -2.08], [-2.63, -4.71, 0.75], [-1.61, -2.98, -5.02], [-6.85, -5.94, 2.28], [3.82, -4.34, 0.53], [-6.08, -5.17, 3.34], [4.36, 3.39, -5.43], [-2.11, -1.78, -5.76], [-0.75, -4.35, -6.90], [-5.76, 0.87, -3.44], [7.08, -6.19, 2.48], [-3.33, 2.59, 9.86], [-5.06, -7.27, 4.18], [0.15, -6.73, -3.56], [-4.75, 5.64, -2.25], [-3.60, -4.56, 1.88], [-1.85, 5.12, 7.33], [2.48, -4.42, 2.69], [0.74, 5.39, 10.70], [3.44, -5.27, 0.88], [-4.93, 6.89, -3.93], [-3.85, 1.73, 9.41], [3.24, 3.53, -2.26], [-6.49, 0.35, -2.86], [7.14, 5.47, -8.98], [-4.24, 4.01, -0.82], [0.16, -4.88, -7.24], [-1.73, 2.65, 8.54], [-1.08, 7.24, 6.47], [7.16, -6.17, 3.58], [-2.07, 3.80, -4.35], [-3.10, 3.60, 0.98], [-4.20, 1.16, -2.05], [8.10, -6.14, 2.10], [-1.66, 5.09, -3.20], [6.55, -7.05, 2.10], [-2.33, -3.77, -4.78], [-1.33, -2.69, -3.97], [-3.65, 2.45, 10.90], [6.52, -4.99, 0.79], [5.88, -2.61, 0.97], [7.53, 6.05, -6.62], [1.53, 6.75, 6.57], [-3.38, 7.10, -3.00], [1.14, -6.76, -4.01], [2.60, 4.63, -3.54], [-5.67, 2.16, -1.78], [-0.19, -7.78, -3.52], [-0.12, -1.59, -7.53], [5.85, 6.20, -4.52], [-3.49, -5.79, 5.23], [-3.93, 2.29, -4.27], [-6.70, -5.10, 4.20], [0.71, 3.60, 9.39], [-4.54, -4.43, 1.40], [-7.79, -7.01, 3.78], [-6.27, 1.36, -4.28], [-2.86, -5.51, -0.03], [-2.88, 6.08, -5.16], [6.00, -2.21, 3.41], [-1.65, -4.96, 1.14], [-2.54, -3.77, 0.23], [5.50, 4.46, -2.75], [-4.06, -6.71, 1.93], [-4.17, 4.98, -5.01], [-2.86, -6.17, 3.11], [-1.37, 3.48, -1.47], [6.07, 6.91, -6.42], [4.68, 2.34, -3.60], [0.15, -4.11, -3.68], [6.69, 3.40, -3.82], [-6.21, -9.08, 3.75], [4.63, 2.61, -6.16], [-4.08, -7.81, 4.18], [-3.84, -4.16, 4.54], [5.20, -4.36, 3.52], [5.53, 6.35, -8.90], [3.35, -0.68, 3.02], [4.63, -4.62, -0.11], [-3.32, -3.76, 2.57], [6.46, 3.96, -7.31], [7.11, -4.04, 2.20], [-3.04, -1.44, -5.20], [4.15, 5.90, -5.08], [4.64, -5.62, 2.51], [-7.82, -7.82, 2.20], [-0.96, -3.65, -7.72], [-0.76, 6.48, 10.85], [-2.23, 6.39, 8.69], [6.86, 2.81, -5.55], [4.89, 4.76, -7.32], [4.02, -3.39, 4.43], [3.59, 3.94, -5.96], [-5.08, 0.16, -3.91], [-1.29, 0.14, -6.15], [-2.94, 5.11, -1.28], [1.21, -2.55, -4.95], [-4.97, 3.56, -3.78], [1.07, -4.87, -5.04], [-4.94, 6.31, -1.39], [-2.47, 2.19, -1.28], [-1.14, -6.24, -5.38], [-2.13, 5.06, 10.50], [-0.66, -0.64, -4.73], [-7.74, -5.37, 2.13], [-0.86, 3.75, 10.71], [4.14, -0.96, 4.65], [0.62, 5.44, 6.20], [-3.86, 3.62, 9.92], [-2.38, -1.95, -6.82], [2.34, 4.84, 7.51], [4.29, -1.66, 1.01], [-5.50, -7.14, 5.24], [7.02, 7.21, -8.73], [-5.82, -4.11, 3.12], [0.61, 6.85, 9.75], [-5.37, -8.35, 2.41], [2.29, -2.94, 1.87], [2.40, -2.83, 4.48], [-6.41, -6.02, 1.29], [-0.48, 7.91, 7.81], [-1.54, -5.06, -6.73], [3.05, -3.74, -0.04], [-5.79, 5.33, -2.50], [7.61, 4.38, -5.08], [0.13, -6.40, -2.49], [4.41, 5.85, -2.65], [1.33, -3.15, -6.52], [-1.66, -5.81, -3.83], [5.74, -0.71, 2.54], [3.08, 2.20, -4.35], [2.09, 5.94, 8.73], [-1.55, 2.17, -2.80], [0.12, 3.48, 7.72], [1.03, -0.78, -6.68], [-4.97, -5.01, 5.60]], "lowdin_charge": [-0.578, -0.290, -0.289, -0.281, -0.251, -0.261, -0.270, -0.165, -0.089, -0.085, -0.056, -0.158, -0.134, -0.157, -0.246, -0.179, -0.216, -0.088, -0.158, -0.153, -0.139, -0.115, -0.155, -0.143, -0.167, 0.037, -0.127, -0.121, -0.255, -0.130, -0.183, -0.209, -0.131, -0.079, -0.177, -0.239, -0.139, 0.050, -0.214, -0.161, -0.030, -0.258, -0.173, 0.061, -0.138, -0.023, -0.103, -0.174, -0.143, -0.006, -0.137, -0.140, -0.148, 0.018, -0.087, -0.066, -0.028, -0.113, -0.101, -0.174, -0.215, 0.175, 0.132, 0.124, 0.098, 0.131, 0.126, 0.100, 0.066, 0.093, 0.022, 0.139, 0.130, 0.147, 0.098, 0.122, -0.128, 0.089, 0.087, 0.144, 0.079, 0.138, 0.104, 0.143, 0.120, 0.137, 0.111, 0.139, 0.120, 0.078, 0.135, 0.120, 0.093, 0.129, 0.143, 0.091, 0.138, 0.131, 0.134, 0.090, 0.126, 0.092, 0.115, 0.135, 0.101, 0.066, 0.077, 0.092, 0.122, 0.118, 0.138, 0.108, 0.124, 0.114, 0.079, 0.092, 0.127, 0.148, 0.151, 0.106, 0.125, 0.098, 0.135, 0.102, 0.114, 0.170, 0.105, 0.138, 0.174, 0.120, 0.132, 0.115, 0.124, 0.136, 0.119, 0.122, 0.102, 0.138, 0.071, 0.122, 0.110, 0.075, 0.130, 0.138, 0.137, 0.066, 0.103, 0.173, 0.056, 0.124, 0.187, 0.114, 0.177, 0.171, 0.126, 0.099, 0.142, 0.176, 0.093, 0.146, 0.112, 0.113, 0.135, 0.109, 0.119, 0.189, 0.102, 0.138, 0.134, 0.135, 0.094, 0.122, 0.114, 0.117, 0.112, 0.123, 0.125, 0.111, 0.128, 0.129, 0.113]}